(1)
Computed, not measured: an isolated ion of composition C2H3FO3P and charge -1, with ωB97M-V/def2-TZVPD.

Results
* charge: -1
* LUMO level: 3.9 eV
* HOMO level: -4.287 eV
* frontier orbital gap: 8.217 eV

Element x y z (Å)
1 P 1.34926 0.07052 0.27723
2 F 1.84380 -1.77424 0.35770
3 O -2.11747 -0.14725 1.87141
4 O -1.58855 0.48177 -0.33712
5 O 1.05666 1.76102 -0.19114
6 C -0.50749 -0.49822 -0.02029
7 C -1.57004 -0.08532 0.81577
8 H -0.65469 -1.51474 -0.59750
9 H 1.34249 -0.23708 -1.05043
10 H 0.84604 1.94355 -1.12563

Quick look at the Mulliken charges, all values in e:
1. P 0.17
2. F -0.55
3. O -0.59
4. O -0.37
5. O -0.58
6. C -0.08
7. C 0.61
8. H 0.24
9. H -0.10
10. H 0.25


(2)
Computed, not measured: an isolated ion of composition C2H3FO3P and charge -1, with ωB97M-V/def2-TZVPD.

Results
* charge: -1
* LUMO level: 4.0 eV
* HOMO level: -3.948 eV
* frontier orbital gap: 7.976 eV

Element x y z (Å)
1 P -1.20782 0.29964 0.35167
2 F -2.61124 1.13435 -0.85839
3 O -0.17099 -0.66547 1.51113
4 O 0.89863 -0.72511 -1.21877
5 O 2.47045 -0.52362 0.45847
6 C 1.48497 -0.30933 -0.16105
7 C 0.41945 0.56676 -0.58799
8 H -0.38655 -0.24118 2.37111
9 H -1.29200 -0.80374 -0.41717
10 H 0.39510 1.26770 -1.44902

Quick look at the Mulliken charges, all values in e:
1. P 0.19
2. F -0.64
3. O -0.63
4. O -0.36
5. O -0.59
6. C 0.90
7. C -0.49
8. H 0.29
9. H -0.06
10. H 0.39


Which structure is the least stable? The one labeled (2).


(1)
Computed, not measured: a 2-piece molecular cluster, C7H15NO2 overall, with ωB97M-V/def2-TZVPD.

Results
* charge: 0
* LUMO level: 0.7 eV
* SMILES: CCC1(CC)CNC1=O.O
* HOMO level: -9.379 eV
* frontier orbital gap: 10.072 eV

Element x y z (Å)
1 O -1.41593 -0.38861 -1.16128
2 O -0.20104 -0.33315 1.26795
3 N -1.01813 1.86320 -0.19317
4 C 1.78401 0.94161 -1.54191
5 C -0.04739 1.36565 -3.30459
6 C 0.22302 0.06664 -4.05582
7 C 2.81207 1.79799 -2.27437
8 C -0.11546 2.62553 -1.06107
9 C 0.32681 1.33536 -1.81896
10 C -0.66894 0.54225 -0.95739
11 H 1.92062 -0.11801 -1.80435
12 H 0.75833 -0.33531 1.18904
13 H 0.70496 3.12500 -0.52503
14 H 1.29590 -0.16918 -4.09163
15 H 1.97332 1.01997 -0.45937
16 H -0.29252 -0.78262 -3.58645
17 H -0.49986 0.75819 1.29884
18 H -1.87379 2.23479 0.20434
19 H -0.65462 3.32514 -1.71195
20 H 3.82539 1.54866 -1.93172
21 H -0.13246 0.14809 -5.09195
22 H -1.11333 1.62402 -3.38795
23 H 0.50352 2.19247 -3.77841
24 H 2.78009 1.63548 -3.36037
25 H 2.64999 2.86905 -2.08523

Quick look at the Mulliken charges, all values in e:
1. O -0.56
2. O -0.70
3. N -0.37
4. C -0.99
5. C -1.11
6. C -1.23
7. C -1.28
8. C -0.88
9. C 2.15
10. C -0.22
11. H 0.43
12. H 0.30
13. H 0.27
14. H 0.29
15. H 0.39
16. H 0.31
17. H 0.40
18. H 0.20
19. H 0.33
20. H 0.41
21. H 0.39
22. H 0.46
23. H 0.44
24. H 0.28
25. H 0.31


(2)
Computed, not measured: a 2-piece molecular cluster, C7H15NO2 overall, with ωB97M-V/def2-TZVPD.

Results
* charge: 0
* LUMO level: 0.7 eV
* SMILES: CC[C@H]1NC(=O)C1(C)C.O
* HOMO level: -9.581 eV
* frontier orbital gap: 10.256 eV

Element x y z (Å)
1 O 2.79849 2.39310 -0.81906
2 O 2.25171 0.75656 1.40155
3 N 0.17394 1.33321 0.24752
4 C 1.36743 0.53513 0.60345
5 C -0.55238 0.15388 -0.25860
6 C -1.85583 -0.16694 0.45027
7 C -2.97357 0.80706 0.09219
8 C 0.51179 -1.82143 1.11086
9 C 0.69974 -0.73565 0.05919
10 C 1.39460 -1.27726 -1.18760
11 H -1.69344 -0.16360 1.53845
12 H 0.80535 -2.10065 -1.61479
13 H -0.12974 -2.62132 0.71522
14 H -0.21027 2.18520 0.64104
15 H -0.73741 0.22571 -1.34268
16 H 2.90569 1.81716 -1.58258
17 H 1.74853 2.54182 -0.73986
18 H 1.48739 -2.24863 1.37979
19 H 0.05486 -1.43686 2.03176
20 H 1.50166 -0.50498 -1.96230
21 H -2.15098 -1.18979 0.17178
22 H -3.89630 0.55739 0.63371
23 H -2.70432 1.84182 0.35037
24 H 2.39454 -1.65619 -0.93436
25 H -3.19147 0.77525 -0.98531

Quick look at the Mulliken charges, all values in e:
1. O -0.66
2. O -0.59
3. N -0.12
4. C -0.13
5. C -0.55
6. C -0.45
7. C -1.33
8. C -1.80
9. C 2.34
10. C -1.74
11. H 0.30
12. H 0.42
13. H 0.39
14. H 0.22
15. H 0.24
16. H 0.30
17. H 0.35
18. H 0.43
19. H 0.34
20. H 0.38
21. H 0.27
22. H 0.39
23. H 0.30
24. H 0.37
25. H 0.34


Which structure is the least stable? The one labeled (1).